Formula: C43H94N5O11
Source: the Open Molecules 2025 dataset
Level of theory: ωB97M-V/def2-TZVPD

Computed properties:
Net charge: +1
LUMO energy, eV: -1.7
F_max, eV Å⁻¹: 3.50
Molar mass, g/mol: 857.249
HOMO-LUMO gap, eV: 9.792
HOMO energy, eV: -11.48
Spin multiplicity: 1

The geometry in XYZ format:
```
153
Properties=species:S:1:pos:R:3:forces:R:3
C 2.852239 -2.608552 2.944588 0.2 -0.4 0.5
O 3.823181 -1.764258 3.515474 -0.2 0.1 -0.2
C 4.023690 -0.588156 2.754629 0.2 0.5 0.2
C 5.371200 -0.553556 2.038673 -0.1 -0.4 -0.3
C 5.801216 -1.873602 1.367035 0.6 0.6 0.0
C 5.601786 -1.922578 -0.147630 -0.6 -0.7 0.5
C 4.105318 -1.904670 -0.527778 0.5 0.0 0.0
C 3.764731 -1.017721 -1.711707 -0.1 -0.2 0.3
O 4.026222 0.360410 -1.536590 -0.2 -0.1 -0.2
C 3.184270 1.047455 -0.627191 -0.4 1.0 -0.1
C 3.014328 2.501461 -1.130310 1.0 -0.8 -0.5
C 4.173182 2.954687 -2.026599 -0.8 0.8 0.4
C 4.039746 4.469492 -2.268075 0.6 0.0 -0.2
C 4.284810 4.816555 -3.730614 -0.2 0.6 0.4
N 3.092356 4.494441 -4.517686 0.8 -0.3 -0.5
C 3.111716 3.288038 -5.250427 0.0 0.1 -0.2
N 2.046421 2.613366 -5.352981 -0.2 -0.3 0.2
N 4.305697 2.836877 -5.900443 0.0 0.2 0.3
C 1.796914 0.416883 -0.544248 0.5 -0.1 0.4
O 0.867223 1.258960 -0.005304 -0.3 0.0 -0.3
C 0.353456 0.848882 1.270199 0.0 -0.2 0.4
C -0.913190 1.598190 1.607274 -0.1 0.4 0.0
C -1.996596 1.278705 0.578903 0.1 -0.2 -0.1
C -0.713877 3.124804 1.884076 0.0 0.1 -0.2
C 0.737990 3.564641 2.085203 -0.4 0.3 0.2
C -1.374208 4.036307 0.842766 -0.1 -0.5 0.4
N 1.448664 -0.019110 -1.960081 0.5 -1.3 0.4
C 0.033606 -0.382560 -2.085824 -2.0 1.1 -0.5
C -0.822368 0.805566 -2.549195 0.7 -0.5 -1.7
C -0.432749 1.396503 -3.877458 0.7 2.8 2.0
O -0.251002 2.035579 -2.484906 0.0 0.3 0.6
C 2.295713 -1.255356 -2.187512 0.6 -0.1 -0.1
C 2.272666 -1.720747 -3.612036 -0.6 -0.4 -0.7
C 2.190687 -3.091045 -3.859309 0.0 0.6 -0.2
C 2.142108 -3.517885 -5.185848 0.0 -0.3 0.3
N 2.160446 -2.720423 -6.248268 0.1 0.4 0.1
C 2.254552 -1.409599 -6.012373 -0.1 -0.3 0.7
C 2.308991 -0.880895 -4.725429 0.1 0.2 0.2
H 3.220813 -3.085045 2.032507 -0.2 0.1 -0.2
H 1.907075 -2.084909 2.779030 -0.1 0.1 -0.2
H 2.660068 -3.406707 3.657938 0.0 0.0 0.1
H 3.185772 -0.439460 2.067168 -0.1 -0.1 -0.2
H 3.981754 0.259038 3.442960 0.0 0.0 0.1
H 5.358626 0.210046 1.258247 -0.1 0.2 0.0
H 6.129481 -0.225068 2.743697 0.1 -0.1 0.2
H 5.340961 -2.733911 1.844680 -0.1 -0.1 0.1
H 6.871055 -1.960020 1.551080 0.1 -0.3 0.0
H 6.182937 -1.145428 -0.638274 -0.1 0.2 -0.1
H 5.983713 -2.891382 -0.457188 0.3 0.1 -0.4
H 3.515577 -1.668970 0.356698 -0.2 0.2 -0.1
H 3.819678 -2.918132 -0.817262 -0.2 -0.1 0.0
H 4.418190 -1.335764 -2.520428 0.1 0.2 -0.2
H 3.601395 1.066102 0.379913 0.1 -0.2 0.1
H 2.110066 2.545923 -1.735045 -0.3 0.5 0.2
H 2.973043 3.175219 -0.282388 -0.4 0.0 0.1
H 5.125095 2.740913 -1.550713 0.2 -0.2 -0.2
H 4.098315 2.464198 -2.993294 0.2 -0.4 0.1
H 3.055447 4.840681 -1.993792 -0.1 0.0 0.0
H 4.769409 5.007134 -1.661918 0.0 0.0 0.1
H 5.184193 4.307711 -4.078149 0.0 -0.1 -0.1
H 4.497796 5.881022 -3.810665 -0.1 0.1 -0.1
H 2.769009 5.267058 -5.079474 -0.3 0.0 0.1
H 2.242201 1.829313 -5.972443 -0.1 0.1 -0.3
H 4.892246 2.336150 -5.242485 0.1 -0.2 -0.1
H 4.850868 3.619888 -6.243320 0.1 0.0 0.1
H 1.827997 -0.511496 0.029695 -0.1 -0.2 -0.1
H 0.131075 -0.225294 1.290208 0.0 -0.1 -0.4
H 1.123846 1.001621 2.025013 0.1 0.1 0.0
H -1.256415 1.151196 2.542125 0.2 -0.1 0.2
H -2.987675 1.539174 0.936547 -0.1 0.0 0.1
H -1.973593 0.205306 0.372815 -0.2 -0.1 0.0
H -1.841451 1.792008 -0.364072 0.1 0.1 0.0
H -1.230800 3.338989 2.819578 0.0 -0.1 0.1
H 1.296305 2.914732 2.754704 0.2 -0.1 -0.1
H 0.717994 4.539770 2.569018 0.0 0.1 0.0
H 1.241608 3.708491 1.131675 0.2 -0.3 -0.1
H -1.119298 5.061151 1.090029 0.0 0.2 -0.2
H -1.086673 3.770575 -0.171694 0.2 0.2 -0.1
H -2.452050 3.951100 0.937966 -0.1 0.1 -0.2
H 1.752218 0.677588 -2.643438 -0.3 0.4 0.1
H -0.386982 -0.698673 -1.137716 0.5 -0.4 0.3
H -0.152027 -1.114063 -2.865719 0.5 -0.5 0.2
H -1.888330 0.729433 -2.365460 0.0 -0.1 0.2
H 0.595443 1.529957 -4.193424 0.0 -1.3 -0.8
H -1.000065 2.206512 -4.318277 -0.9 -0.9 -0.7
H 1.873570 -2.037892 -1.559349 -0.3 0.0 0.0
H 2.148831 -3.780972 -3.027309 0.0 -0.2 0.0
H 2.071167 -4.580464 -5.377506 0.0 -0.1 -0.1
H 2.266706 -0.734807 -6.855242 0.0 -0.1 -0.2
H 2.388113 0.193221 -4.611110 0.0 0.0 0.0
C -5.999488 5.284319 2.803438 -0.1 0.0 -0.2
C -4.547318 5.151231 3.211434 -0.1 0.3 -0.1
O -3.662359 5.730927 2.247007 0.0 -0.1 0.1
H -6.171040 4.810988 1.834660 0.0 0.0 0.0
H -6.648216 4.820243 3.544544 0.1 0.0 -0.1
H -6.277140 6.337259 2.701854 0.0 0.0 0.1
H -4.267967 4.101046 3.294806 0.1 0.0 0.0
H -4.381506 5.625561 4.182991 0.0 -0.1 0.1
H -3.886830 6.662915 2.170039 0.0 0.0 0.0
C 5.886757 -4.863215 -3.520318 0.0 0.1 0.1
C 7.275646 -4.376074 -3.146065 -0.1 -0.2 0.1
O 7.444410 -4.300764 -1.731315 -0.1 0.1 -0.1
H 5.125619 -4.201145 -3.100490 0.0 0.0 0.0
H 5.760964 -4.898760 -4.603379 0.0 0.0 0.0
H 5.706135 -5.863187 -3.119750 0.0 0.0 -0.1
H 7.444839 -3.371483 -3.530830 0.1 0.0 0.1
H 8.037974 -5.036939 -3.568641 0.0 0.1 -0.1
H 7.315580 -5.184048 -1.371774 0.1 0.0 0.0
C -8.419217 2.080161 5.500459 0.2 0.1 0.0
C -7.017877 2.495388 5.907018 -0.3 0.1 0.1
O -6.733527 3.844573 5.527688 0.1 -0.2 0.1
H -8.557783 2.182490 4.426268 0.0 0.0 0.0
H -8.619373 1.046035 5.779385 -0.1 0.0 0.0
H -9.163807 2.715831 5.983794 0.0 -0.1 0.1
H -6.273550 1.873542 5.410923 0.1 0.1 0.0
H -6.885984 2.389710 6.988864 0.1 -0.1 0.0
H -7.374478 4.410700 5.969004 0.0 0.0 0.0
C -0.937601 -4.236404 -0.469435 0.2 0.1 0.1
C 0.185396 -5.140890 -0.936762 -0.1 0.0 0.2
O 1.471231 -4.581988 -0.633702 0.1 0.2 -0.2
H -0.852194 -3.253060 -0.939756 0.0 -0.1 -0.1
H -1.911748 -4.654570 -0.720851 0.0 0.0 0.0
H -0.891177 -4.095612 0.614095 0.0 -0.1 0.0
H 0.151367 -5.269635 -2.017817 0.1 0.0 0.0
H 0.102231 -6.126293 -0.471979 0.0 0.0 0.0
H 1.521011 -4.475783 0.321780 0.0 -0.1 0.0
C -13.482036 1.892759 4.922028 0.0 -0.1 0.0
C -12.104770 2.493883 4.714151 -0.1 -0.1 -0.2
O -11.143140 1.505136 4.348376 -0.1 0.1 0.1
H -13.447481 1.123751 5.693904 0.0 0.0 0.0
H -14.202698 2.655569 5.218939 0.0 0.0 0.0
H -13.839273 1.420524 4.004057 0.0 0.1 0.0
H -11.743958 2.948574 5.635746 0.1 0.0 0.0
H -12.139560 3.269199 3.941470 0.0 0.1 0.1
H -11.440228 1.099833 3.528250 0.0 0.0 0.0
C -4.755264 -1.879970 -1.485774 0.0 0.0 0.0
C -3.309979 -2.167180 -1.844155 -0.2 0.0 -0.2
O -3.183824 -3.377920 -2.580430 0.2 0.0 0.2
H -5.164954 -2.700555 -0.897886 0.0 0.0 0.0
H -4.845532 -0.956388 -0.911205 0.0 0.0 0.0
H -5.364259 -1.786083 -2.387112 0.0 0.1 0.0
H -2.711816 -2.276181 -0.937848 0.0 -0.1 -0.1
H -2.880594 -1.350108 -2.439114 -0.1 0.1 0.1
H -3.698353 -3.289732 -3.388631 0.0 0.0 0.0
C 1.145194 -6.589915 4.316532 0.0 0.0 -0.1
C 0.658460 -5.610325 3.266196 -0.3 0.0 0.2
O -0.536562 -6.055592 2.631175 0.2 0.1 -0.2
H 1.324983 -7.566631 3.867898 0.0 0.0 0.0
H 2.068323 -6.242746 4.782934 0.0 0.0 0.0
H 0.393254 -6.721016 5.097138 0.0 0.1 0.0
H 1.406066 -5.496538 2.479127 0.0 0.0 -0.1
H 0.478001 -4.624618 3.710883 0.1 0.0 0.0
H -1.214410 -6.150653 3.307034 0.0 0.0 0.0
```
Positions in Å, forces in eV/Å.